This record from OMol25 describes a structure of composition C26H30BF3O3S in a non-equilibrium geometry. The level of theory is ωB97M-V/def2-TZVPD.

E_HOMO = -7.52 eV
HOMO-LUMO gap = 0.276 Ha
total charge = 0
ΔE to the lowest compared entry with this formula, charge and spin = 27.2 kcal/mol
electronic energy = -53256.78070 eV

CARTESIAN COORDINATES (ANGSTROEM)
C: 2.08 0.38 -3.10
O: 1.51 0.30 -1.79
C: 0.25 -0.33 -1.63
C: -0.76 -0.08 -2.73
C: -1.61 -1.15 -3.02
C: -2.60 -1.00 -3.99
C: -2.76 0.23 -4.64
C: -1.90 1.30 -4.36
C: -0.89 1.15 -3.40
H: 2.64 1.32 -3.11
H: 2.73 -0.49 -3.26
H: 1.32 0.42 -3.89
H: 0.36 -1.41 -1.45
H: -1.46 -2.08 -2.47
H: -3.25 -1.85 -4.23
H: -3.57 0.35 -5.37
H: -2.01 2.25 -4.88
H: -0.17 1.96 -3.22
C: 1.64 0.61 5.87
C: 1.14 0.04 4.61
C: 0.14 -0.91 4.43
C: -0.02 -1.27 3.07
C: 0.96 -0.66 2.27
B: -0.41 0.30 -0.37
C: 1.52 -1.18 1.07
C: 1.06 -2.44 0.59
C: 1.96 -3.25 -0.06
C: 3.19 -2.69 -0.42
C: 4.15 -3.59 -1.13
F: 5.27 -2.94 -1.53
F: 4.54 -4.63 -0.33
F: 3.56 -4.14 -2.24
C: 3.54 -1.36 -0.19
C: 2.64 -0.58 0.49
O: -1.48 -0.28 0.29
C: -2.25 0.92 0.55
C: -3.12 1.11 -0.69
C: -3.10 0.61 1.75
C: -1.14 2.06 0.73
C: -1.25 3.28 -0.19
C: -0.97 2.52 2.15
O: 0.07 1.44 0.24
S: 1.80 0.62 3.12
H: 1.22 0.06 6.70
H: 2.74 0.55 5.90
H: 1.34 1.67 5.93
H: -0.43 -1.34 5.25
H: -0.68 -2.05 2.69
H: 0.01 -2.72 0.76
H: 1.71 -4.30 -0.25
H: 4.51 -0.95 -0.48
H: 2.76 0.50 0.57
H: -3.87 1.87 -0.49
H: -2.55 1.38 -1.59
H: -3.61 0.15 -0.93
H: -3.72 1.48 1.97
H: -3.75 -0.23 1.51
H: -2.50 0.34 2.62
H: -2.21 3.79 -0.04
H: -0.42 3.96 0.06
H: -1.11 2.99 -1.24
H: -1.87 3.08 2.45
H: -0.80 1.70 2.84
H: -0.11 3.20 2.22